111
Properties=species:S:1:pos:R:3:lowdin_charge:R:1 method="wB97M-V/def2-TZVPD" largest_force_ev_per_a=3.01 multiplicity=1 e_tot_ev=-57965.720 e_homo_ev=-7.15 orbital_gap_ev=6.3885
Hf 0.989 -0.026 0.026 1.675
C 0.552 -3.753 4.045 -0.061
C 0.105 -2.334 4.400 -0.351
C -1.115 -1.861 3.628 -0.069
C 1.167 -1.233 4.483 -0.126
C 1.663 -1.054 5.772 -0.051
C 2.415 0.041 6.134 -0.079
C 2.628 1.014 5.183 -0.051
C 2.200 0.872 3.866 -0.136
C 2.615 2.018 2.961 -0.364
C 3.944 1.678 2.282 -0.058
C 1.497 2.544 2.076 -0.053
C 1.530 -0.308 3.467 -0.146
N 1.228 -0.591 2.093 -0.101
C 1.544 -1.927 1.734 -0.233
C 1.000 -2.571 0.676 -0.229
N 0.100 -1.957 -0.222 -0.121
C -0.506 -2.917 -1.092 -0.155
C -0.271 -2.921 -2.472 -0.136
C -0.733 -3.986 -3.240 -0.045
C -1.451 -5.026 -2.687 -0.069
C -1.744 -4.982 -1.338 -0.041
C -1.295 -3.943 -0.534 -0.139
C -1.742 -3.930 0.913 -0.380
C -3.253 -3.705 0.991 -0.057
C -1.347 -5.200 1.664 -0.061
C 0.449 -1.814 -3.199 -0.391
C 1.818 -2.245 -3.715 -0.051
C -0.420 -1.269 -4.336 -0.057
H -0.232 -4.456 4.332 0.073
H 1.455 -4.023 4.594 0.085
H 0.734 -3.894 2.986 0.039
H -0.229 -2.415 5.441 0.123
H -0.887 -1.669 2.583 0.042
H -1.481 -0.928 4.058 0.082
H -1.920 -2.596 3.683 0.088
H 1.396 -1.787 6.522 0.113
H 2.781 0.159 7.144 0.102
H 3.161 1.918 5.446 0.111
H 2.837 2.856 3.633 0.125
H 3.922 0.700 1.805 0.058
H 4.719 1.639 3.048 0.084
H 4.227 2.423 1.539 0.078
H 1.039 1.735 1.504 -0.003
H 1.831 3.313 1.381 0.082
H 0.677 2.941 2.677 0.101
H 2.322 -2.427 2.302 0.132
H 1.363 -3.564 0.423 0.138
H -0.521 -3.997 -4.300 0.107
H -1.792 -5.847 -3.302 0.102
H -2.345 -5.766 -0.896 0.108
H -1.251 -3.089 1.402 0.079
H -3.794 -4.528 0.523 0.078
H -3.543 -2.786 0.480 0.081
H -3.579 -3.638 2.030 0.075
H -1.859 -6.076 1.266 0.075
H -1.612 -5.117 2.718 0.066
H -0.274 -5.384 1.601 0.078
H 0.601 -0.993 -2.477 0.067
H 1.716 -3.083 -4.407 0.082
H 2.473 -2.558 -2.904 0.072
H 2.302 -1.430 -4.253 0.079
H -0.573 -2.027 -5.104 0.076
H 0.059 -0.418 -4.818 0.058
H -1.400 -0.959 -3.974 0.089
O 2.844 0.958 -0.306 -0.244
N 3.455 -0.031 -0.811 -0.047
O 2.677 -1.028 -0.854 -0.181
C -3.940 4.431 0.289 -0.046
C -3.173 3.147 0.444 -0.261
C -3.635 2.140 1.269 -0.022
C -2.918 0.954 1.407 -0.247
C -3.447 -0.117 2.312 -0.042
C -1.747 0.796 0.680 -0.032
C -1.274 1.773 -0.221 -0.268
C -2.002 2.964 -0.285 -0.014
N -0.103 1.471 -0.974 -0.093
C 0.257 2.354 -2.105 -0.431
C -0.894 2.477 -3.123 -0.072
C -0.508 3.406 -4.276 -0.278
C 0.659 2.792 -5.046 -0.117
C 1.836 2.615 -4.088 -0.271
C 2.274 3.991 -3.584 -0.117
C 1.122 4.623 -2.805 -0.280
C -0.098 4.773 -3.718 -0.111
C 0.768 3.725 -1.618 -0.083
C 1.434 1.744 -2.886 -0.099
H -4.720 4.518 1.043 0.074
H -4.417 4.483 -0.692 0.084
H -3.284 5.296 0.378 0.080
H -4.563 2.268 1.811 0.116
H -4.535 -0.149 2.260 0.088
H -3.174 0.077 3.349 0.079
H -3.065 -1.097 2.044 0.043
H -1.245 -0.172 0.783 0.059
H -1.691 3.773 -0.919 0.087
H -1.816 2.830 -2.668 0.107
H -1.105 1.473 -3.501 0.116
H -1.371 3.524 -4.938 0.141
H 0.951 3.433 -5.882 0.121
H 0.359 1.829 -5.469 0.109
H 2.669 2.125 -4.600 0.142
H 2.556 4.625 -4.430 0.121
H 3.154 3.898 -2.941 0.122
H 1.424 5.606 -2.430 0.140
H 0.132 5.457 -4.539 0.120
H -0.932 5.213 -3.160 0.120
H 0.056 4.228 -0.967 0.104
H 1.662 3.545 -1.012 0.114
H 2.311 1.670 -2.240 0.092
H 1.169 0.746 -3.227 0.090

119
Properties=species:S:1:pos:R:3:lowdin_charge:R:1 method="wB97M-V/def2-TZVPD" largest_force_ev_per_a=1.86 multiplicity=1 e_tot_ev=-95422.168 relative_energy_kcal_mol=26.63 e_homo_ev=-4.04 orbital_gap_ev=4.2322
Rb -0.727 0.477 -0.755 0.902
N 0.927 2.942 -0.498 0.061
C 1.614 3.432 0.604 -0.335
C 2.752 4.220 0.389 -0.051
C 3.477 4.727 1.448 -0.094
C 3.069 4.487 2.755 -0.095
C 1.945 3.708 2.967 -0.101
C 1.232 3.123 1.921 -0.303
P -0.256 2.066 2.209 1.105
C -1.256 3.332 3.095 -0.351
C -1.251 3.516 4.474 -0.102
C -1.968 4.557 5.049 -0.093
C -2.694 5.425 4.246 -0.099
C -2.704 5.243 2.871 -0.079
C -1.993 4.201 2.295 -0.101
C 0.213 1.009 3.639 -0.374
C 1.495 0.757 4.114 -0.097
C 1.701 -0.045 5.229 -0.083
C 0.624 -0.603 5.898 -0.107
C -0.661 -0.389 5.415 -0.090
C -0.859 0.388 4.288 -0.112
H 1.075 3.450 -1.358 0.096
H -0.065 2.778 -0.379 -0.035
H 3.049 4.442 -0.629 0.110
H 4.349 5.338 1.252 0.100
H 3.604 4.918 3.590 0.097
H 1.599 3.550 3.981 0.105
H -0.685 2.852 5.117 0.098
H -1.957 4.686 6.123 0.096
H -3.260 6.232 4.693 0.095
H -3.291 5.897 2.239 0.101
H -2.089 4.001 1.231 0.063
H 2.349 1.197 3.620 0.085
H 2.709 -0.218 5.585 0.102
H 0.783 -1.208 6.780 0.100
H -1.511 -0.833 5.917 0.104
H -1.868 0.555 3.924 0.115
N -3.333 4.270 -2.477 0.163
C -2.792 3.159 -1.919 -0.561
O -1.563 3.032 -1.893 -0.105
C -3.777 2.199 -1.305 -0.314
C -3.711 2.371 0.200 -0.182
H -2.728 5.007 -2.797 0.100
H -4.328 4.395 -2.484 0.092
H -3.453 1.183 -1.520 0.033
H -4.765 2.332 -1.791 0.088
H -3.889 1.428 0.720 -0.046
H -4.398 3.136 0.567 -0.019
C -1.744 -0.367 -5.622 -0.050
C -2.735 -1.325 -5.782 -0.060
C -3.457 -1.741 -4.676 -0.015
C -3.154 -1.193 -3.431 -0.213
N -2.175 -0.299 -3.276 0.078
C -1.503 0.116 -4.342 -0.131
C -3.899 -1.591 -2.179 -0.227
C -5.029 -2.404 -2.226 -0.016
C -5.650 -2.749 -1.036 -0.058
C -5.135 -2.267 0.156 -0.043
C -4.012 -1.451 0.105 -0.111
N -3.407 -1.126 -1.029 0.084
H -1.169 -0.001 -6.461 0.104
H -2.952 -1.740 -6.759 0.108
H -4.234 -2.483 -4.791 0.101
H -0.736 0.860 -4.158 0.115
H -5.434 -2.755 -3.164 0.100
H -6.531 -3.378 -1.046 0.108
H -5.594 -2.500 1.106 0.105
H -3.588 -1.027 1.008 0.114
C 2.878 -0.264 -4.612 -0.043
C 3.540 -1.556 -4.181 -0.410
C 3.141 -2.740 -5.037 -0.041
O 3.314 -1.844 -2.771 -0.183
P 1.923 -1.837 -2.014 0.468
O 1.159 -0.578 -2.092 -0.417
C 2.483 -2.266 -0.351 -0.185
P 1.571 -1.414 0.960 0.424
O 0.121 -1.399 0.691 -0.435
O 2.138 0.034 1.095 -0.181
C 3.492 0.577 1.146 -0.395
C 3.957 0.872 -0.264 -0.021
C 4.429 -0.290 1.958 -0.031
O 2.004 -2.173 2.278 -0.180
C 1.484 -3.512 2.516 -0.442
C 0.220 -3.423 3.334 -0.027
C 2.598 -4.283 3.192 -0.034
O 1.175 -3.122 -2.548 -0.173
C -0.242 -3.207 -2.894 -0.410
C -0.363 -4.337 -3.893 -0.028
C -1.060 -3.441 -1.644 -0.025
H 3.179 -0.039 -5.636 0.090
H 3.169 0.565 -3.969 0.088
H 1.792 -0.345 -4.582 0.067
H 4.626 -1.434 -4.217 0.143
H 2.058 -2.826 -5.108 0.064
H 3.537 -3.668 -4.630 0.091
H 3.538 -2.602 -6.043 0.089
H 3.546 -2.049 -0.265 0.066
H 2.343 -3.341 -0.225 0.083
H 3.336 1.526 1.665 0.118
H 4.146 -0.036 -0.838 0.066
H 4.887 1.441 -0.219 0.096
H 3.206 1.462 -0.784 0.074
H 4.711 -1.203 1.432 0.078
H 3.983 -0.565 2.912 0.074
H 5.339 0.279 2.149 0.095
H 1.252 -3.968 1.546 0.126
H 0.434 -2.989 4.307 0.075
H -0.190 -4.425 3.476 0.090
H -0.520 -2.805 2.831 0.078
H 2.831 -3.829 4.155 0.088
H 3.499 -4.281 2.581 0.081
H 2.294 -5.315 3.361 0.087
H -0.520 -2.259 -3.359 0.115
H -0.133 -5.294 -3.421 0.090
H 0.310 -4.196 -4.737 0.069
H -1.384 -4.375 -4.270 0.084
H -0.684 -4.318 -1.112 0.096
H -2.097 -3.630 -1.925 0.085
H -1.045 -2.578 -0.982 0.047